{"formula": "C34H39Br3F5O5P", "method": "ωB97M-V/def2-TZVPD", "species": ["C", "C", "O", "C", "C", "O", "C", "C", "C", "C", "C", "Br", "C", "C", "C", "C", "O", "C", "C", "C", "C", "C", "F", "C", "F", "F", "C", "P", "C", "C", "C", "C", "C", "C", "O", "F", "C", "C", "C", "C", "F", "C", "C", "O", "H", "H", "H", "H", "H", "H", "H", "H", "H", "H", "H", "H", "H", "H", "H", "H", "H", "H", "H", "H", "H", "H", "H", "H", "H", "H", "H", "H", "H", "H", "H", "H", "H", "H", "H", "Br", "C", "C", "Br", "H", "H", "H", "H"], "xyz": [[3.01483, 0.17061, 4.43450], [2.97606, -0.52372, 2.92353], [3.65673, -1.83777, 2.86685], [4.79839, -1.72461, 1.93437], [5.43987, -3.21068, 1.67490], [4.52047, -4.19588, 1.08600], [3.58571, -3.59091, 0.12516], [1.97417, -3.55413, 0.57090], [0.84278, -2.94557, -0.44939], [1.32101, -2.34928, -1.93712], [2.88919, -2.36445, -2.42182], [3.41726, -1.65801, -4.26148], [4.01795, -2.99808, -1.36261], [5.56355, -3.03255, -1.90747], [5.67292, -4.33012, -2.94805], [0.11433, -1.73316, -2.91777], [0.06400, -1.99783, -4.22903], [-1.02138, -0.81674, -2.10256], [-1.64033, 0.60465, -2.69412], [-1.06084, 1.14405, -4.13786], [0.53780, 1.47855, -3.97891], [0.94877, 2.25538, -2.59373], [1.01361, 3.75855, -2.63601], [1.30954, 1.62079, -1.29482], [0.48930, 1.96844, -0.08178], [2.39110, 0.62086, -1.07928], [-2.77566, 1.45637, -1.87275], [-3.59778, 3.08903, -2.43978], [-2.31432, 4.36036, -3.09701], [-4.76420, 2.68924, -3.94827], [-6.22126, 3.47346, -3.71042], [-3.27827, 0.81290, -0.42553], [-4.45693, 1.61725, 0.43394], [-5.91990, 1.50233, -0.35548], [-6.93258, 2.36948, -0.17624], [-6.01101, 0.36153, -1.34114], [-2.65831, -0.60414, 0.20764], [-3.18941, -1.21586, 1.64197], [-4.60695, -2.02980, 1.29852], [-5.91092, -1.41426, 2.09999], [-5.76687, -1.40137, 3.57945], [-1.51016, -1.42661, -0.62554], [-0.78871, -2.84081, -0.10023], [-1.45365, -3.82202, 0.51567], [2.31396, -0.50200, 5.11695], [2.52299, 1.25073, 4.42164], [4.10428, 0.23196, 4.85722], [1.84121, -0.73621, 2.65068], [3.42031, 0.28131, 2.19421], [4.57261, -1.10510, 0.96298], [5.63082, -1.10298, 2.52249], [5.73356, -3.63660, 2.75080], [6.46436, -3.09086, 1.10142], [1.62655, -3.98031, 1.61000], [5.79447, -2.08260, -2.58131], [6.38624, -3.08237, -1.07704], [6.63528, -4.97525, -2.77106], [4.74090, -5.01530, -2.68776], [5.55530, -4.00820, -4.07434], [-1.69845, 2.00184, -4.62838], [-1.14528, 0.21905, -4.88739], [1.24440, 0.53651, -4.09671], [0.83084, 2.19865, -4.88490], [-1.36156, 3.88385, -3.58132], [-2.85619, 4.98908, -3.94526], [-1.96018, 5.14171, -2.29233], [-5.01963, 1.53909, -3.85304], [-4.27913, 2.98367, -4.97460], [-6.39408, 4.35038, -4.47511], [-7.09315, 2.68285, -3.90468], [-6.35560, 3.83467, -2.60107], [-4.53236, 1.22828, 1.55520], [-4.08917, 2.74833, 0.53270], [-2.46554, -2.00830, 2.11127], [-3.34192, -0.37382, 2.45564], [-4.54471, -3.17790, 1.53106], [-4.83978, -1.92980, 0.14740], [-6.23193, -0.34345, 1.71361], [-6.82747, -2.13229, 1.83769], [2.33554, 1.24292, 8.20823], [3.21702, 2.73163, 7.30694], [2.24046, 3.84488, 7.00661], [1.11637, 3.40352, 5.47513], [3.70002, 2.32426, 6.41515], [3.98591, 3.07205, 8.00783], [2.77272, 4.75546, 6.71591], [1.57014, 4.07117, 7.84032]], "lowdin_charge": [-0.114, -0.240, -0.215, -0.192, -0.155, -0.138, -0.087, 0.105, -0.008, -0.044, -0.407, 0.649, -0.077, -0.227, -0.133, -0.208, -0.058, 0.030, -0.072, -0.159, -0.121, -0.055, -0.073, -0.009, -0.032, -0.017, -0.237, 0.913, -0.319, -0.406, -0.194, -0.072, -0.093, -0.186, -0.006, -0.054, -0.038, -0.153, -0.151, -0.151, -0.140, 0.037, -0.180, -0.028, 0.087, 0.017, 0.082, 0.132, 0.120, 0.127, 0.146, 0.152, 0.122, 0.125, 0.092, 0.095, 0.078, 0.088, 0.065, 0.103, 0.131, 0.092, 0.136, 0.019, 0.062, 0.057, 0.081, 0.077, 0.072, 0.084, 0.054, 0.118, 0.130, 0.111, 0.117, 0.122, 0.122, 0.106, 0.133, 0.603, -0.692, -0.683, 0.626, 0.035, 0.059, 0.059, 0.054], "total_charge": 0, "homo_lumo_gap_ev": 6.835, "smiles": "CCOCCOc1cc2c(c(Br)c1CC)C(=O)c1c(CCC(F)=C(F)F)c(P(C)CC)c(CC(=O)F)c(CCCF)c1C2=O.BrCCBr", "lumo_ev": -1.8}